# 1
ORCA calculation (ωB97M-V/def2-TZVPD) on the ion C6H14N3 with charge +1 at a distorted geometry.

relative energy (zero: lowest compared OMol25 entry of this formula, charge and spin)	145.5	kcal/mol
electronic energy	-400.8185	a.u.
molecular weight	128.199	g mol⁻¹
gap between HOMO and LUMO (alpha / beta)	0.3287 / 0.3285	Eh
HOMO level (alpha / beta)	-12.48 / -12.48	eV
net charge	+1
multiplicity	1

The geometry in XYZ format:
```
23
C6H14N3, DFT ωB97M-V/def2-TZVPD
H 3.092 2.020 0.533
H -2.329 -1.676 0.515
H 2.035 -0.175 -1.827
H -0.255 1.566 -1.042
H -3.370 -0.265 0.138
H -1.586 0.785 -1.860
H 1.327 2.311 0.934
C 2.083 1.519 0.827
H 2.137 0.801 1.616
H 2.288 -2.238 -0.881
C -0.088 -0.466 0.144
N 2.335 -0.209 -0.782
H -0.014 -2.571 0.129
N -1.267 0.242 0.216
H -2.320 -0.964 -1.021
N 1.619 0.910 -0.370
H -1.432 0.908 0.985
C 2.056 -1.434 -0.197
H 2.704 -1.595 0.698
C -2.423 -0.716 0.024
C -1.285 1.286 -0.892
C 0.523 -1.576 0.121
H -2.053 2.057 -0.773
```

Mulliken atomic charge list, values in e, 5 entries:
1 H 0.31
2 H 0.34
3 H 0.30
4 H 0.45
5 H 0.39

# 2
ORCA calculation (ωB97M-V/def2-TZVPD) on a structure of composition C11H20N6O5PSTi.

relative energy (zero: lowest compared OMol25 entry of this formula, charge and spin)	6.6	kcal/mol
electronic energy	-2724.7112	a.u.
molecular weight	427.226	g mol⁻¹
gap between HOMO and LUMO (alpha / beta)	0.2535 / 0.2535	Eh
HOMO level (alpha / beta)	-11.06 / -11.05	eV
net charge	+1
multiplicity	1

The geometry in XYZ format:
```
45
C11H20N6O5PSTi, DFT ωB97M-V/def2-TZVPD
H -3.395 -0.859 -2.782
N -0.269 0.607 5.390
H -2.986 0.634 -0.823
C -3.367 -1.264 -1.772
H 3.011 -0.281 -1.887
H -4.388 -1.340 -1.399
C 0.744 -1.863 3.026
C 2.452 -0.969 -1.254
H -1.902 -4.927 1.123
N -0.028 5.824 0.095
O 1.082 -0.477 -1.234
O -1.204 -0.193 -1.356
C 0.202 0.190 1.992
H 3.001 -0.089 0.636
C 0.210 4.530 -0.093
C 3.014 -1.063 0.143
H 0.334 -3.976 0.630
H 2.445 -1.760 0.758
O -0.410 2.524 -2.329
H 2.098 4.915 -0.821
H 2.199 2.757 -1.680
O 0.485 1.525 -2.753
N 0.124 0.746 0.965
H 2.446 -1.940 -1.756
C -1.796 -3.861 0.921
H -1.713 -3.347 1.878
N 1.808 2.865 -0.746
P -0.172 -1.548 -1.520
H -2.957 -2.275 -1.812
C -0.002 0.095 4.395
H 2.510 2.623 -0.049
H 0.676 6.535 -0.014
S -0.950 3.376 0.320
H -0.606 -4.110 -0.879
H -2.690 -3.520 0.397
Ti 0.034 1.429 -0.977
H 4.047 -1.407 0.098
C -0.553 -3.634 0.103
C -2.570 -0.372 -0.853
N 1.427 4.205 -0.571
O -0.368 -2.189 -0.087
H -2.497 -0.762 0.161
H -0.938 6.104 0.422
C 0.308 -0.517 3.150
N 1.102 -2.943 2.844
```

Mulliken atomic charge list, values in e, 5 entries:
1 H 0.36
2 N -0.43
3 H 0.36
4 C -1.32
5 H 0.35

# 3
ORCA calculation (ωB97M-V/def2-TZVPD) on the ion C7H11Cl2N2O with charge +1 at a distorted geometry.

relative energy (zero: lowest compared OMol25 entry of this formula, charge and spin)	10.0	kcal/mol
electronic energy	-1378.1315	a.u.
molecular weight	210.084	g mol⁻¹
gap between HOMO and LUMO	0.3850	Eh
HOMO level	-13.70	eV
net charge	+1
multiplicity	1
SMILES string	CN(/C=C(\Cl)C[C@H]1CO1)C(=[NH2+])Cl

The geometry in XYZ format:
```
23
C7H11Cl2N2O, DFT ωB97M-V/def2-TZVPD
H -3.348 -1.969 1.517
H -2.636 0.524 1.880
H 3.365 0.250 -2.053
H 2.727 1.919 -1.113
C 2.082 -0.647 0.236
H -0.323 -0.264 -1.799
C 2.529 0.890 -1.638
C -1.855 1.006 -0.029
H 1.984 1.104 -2.520
N 1.619 0.052 -0.821
H -2.554 -1.688 -0.325
H -2.401 2.036 -0.025
H 1.856 -1.823 1.908
C -2.280 0.066 1.069
C -2.633 -1.336 0.773
C -0.401 1.048 -0.126
Cl 0.502 1.946 1.062
C 0.246 0.250 -0.962
Cl 3.717 -0.463 0.561
H 0.272 -1.258 0.969
H -2.375 0.718 -0.995
N 1.311 -1.325 1.034
O -1.404 -1.033 1.400
```

Mulliken atomic charge list, values in e, 5 entries:
1 H 0.24
2 H 0.59
3 H 0.44
4 H 0.30
5 C 0.61

# 4
ORCA calculation (ωB97M-V/def2-TZVPD) on the ion C22H37I2N5O4PS2 with charge +1 at a distorted geometry.

electronic energy	-3167.9669	a.u.
molecular weight	784.485	g mol⁻¹
gap between HOMO and LUMO	0.2825	Eh
HOMO level	-11.72	eV
net charge	+1
multiplicity	1
SMILES string	C#CCCC[C@]1(S)O[C@@](N)(/C(I)=C(/C)I)N(CCN(CC)C(C)=O)C(N[PH2]=S)=[N+]1CCOC(=O)CC

The geometry in XYZ format:
```
73
C22H37I2N5O4PS2, DFT ωB97M-V/def2-TZVPD
H -1.872 0.565 2.169
H -3.967 3.820 0.999
H 1.711 -1.711 0.775
H 1.177 0.469 7.446
H 0.846 -0.033 -5.873
C 3.990 -3.198 -0.928
C -0.002 1.177 5.785
H 1.811 -3.500 -2.926
C 0.791 -4.325 -1.146
H 4.675 -3.995 -1.189
H -0.172 1.529 7.917
H 0.760 -4.842 -3.259
C -1.085 0.130 1.575
H 0.103 -2.135 0.300
H 0.052 -1.458 2.541
C -4.139 4.970 -0.674
H 2.226 -1.265 -1.639
H -1.119 3.777 1.085
H -1.021 1.521 5.635
N 1.509 -3.554 -0.123
H 3.350 1.327 -1.437
H -0.520 1.034 -6.070
H 4.590 -2.469 -0.397
O -1.218 1.442 -1.653
O 3.299 -4.606 0.792
H -3.061 1.893 1.088
S -1.031 3.571 -0.242
C -2.924 1.607 0.051
H 1.715 1.589 1.364
O 1.110 -0.803 5.057
H -0.224 -3.947 -1.217
S 4.654 1.803 0.967
I -1.483 -1.341 -4.565
H 1.104 1.717 -5.959
H 0.828 0.157 2.665
H -4.703 1.953 -1.132
C 2.928 -3.838 -0.043
H -1.526 -0.742 1.103
C -0.472 0.142 -3.439
I 1.298 2.620 -3.222
H -3.285 0.589 -0.045
N -0.508 1.106 0.636
H -3.367 2.923 -1.646
H 2.299 -5.106 -2.484
H -5.511 3.676 0.116
C 0.652 0.701 -0.048
C -0.105 -0.396 2.636
H 0.687 -1.828 -2.143
H -2.523 -0.618 -1.771
H 3.623 -2.813 -1.869
C -0.662 0.191 -1.896
C 0.207 -0.040 4.916
N -1.587 -0.822 -1.460
P 3.405 0.831 -0.124
C -4.436 3.724 0.028
H 0.699 -5.337 -0.763
C -3.855 2.522 -0.770
H -3.346 6.716 -1.858
C 0.270 1.001 -4.110
C 0.150 0.744 7.246
N 1.774 1.076 0.492
C 1.139 -2.153 -0.036
C 1.189 -1.332 -1.326
H -0.478 -0.120 7.424
C -1.438 1.752 -0.296
C -3.750 5.961 -1.252
H 0.698 1.957 5.508
H 3.592 -0.557 -0.079
O -0.740 -0.206 3.921
C 0.452 0.936 -5.598
C 1.444 -4.440 -2.522
H -1.332 -1.753 -1.750
N 0.653 0.063 -1.259
```

Mulliken atomic charge list, values in e, 5 entries:
1 H 0.64
2 H 0.30
3 H 0.57
4 H 0.31
5 H 0.37